Formula: C13H19Br2Cl2O5S3V
Source: the OMol25 dataset
Level of theory: wB97M-V/def2-TZVPD

Computed properties:
⟨S²⟩ = 3.759
Kohn-Sham gap (alpha / beta) = 6.1 / 7.4 eV
spin multiplicity = 4
energy relative to the best compared isomer or geometry (same formula, charge and spin) = 1.130 eV
LUMO energy (alpha / beta) = 2.37 / 2.36 eV
net charge = -1
highest occupied orbital energy (alpha / beta) = -3.7 / -5.0 eV

```
45
Properties=species:S:1:pos:R:3:forces:R:3
V -1.7554 -0.3869 -0.3152 0.4 -0.3 1.4
Br -3.9192 3.0467 -3.5766 0.0 0.0 0.0
C -2.2457 2.4547 -4.3248 -0.1 0.1 -0.1
Br -0.7304 3.0866 -3.3246 0.1 0.0 -0.1
H -2.1780 2.8798 -5.3155 0.0 0.0 0.0
H -2.2333 1.3733 -4.3517 0.0 -0.2 0.2
Cl -1.9104 1.9829 -0.1638 -0.1 0.9 0.1
C -1.7053 2.4953 1.4880 0.1 0.2 0.2
C -1.6962 3.8504 1.7570 0.0 0.0 -0.2
C -1.4845 4.2813 3.0560 0.0 0.1 0.1
C -1.2748 3.3464 4.0582 0.0 -0.1 0.1
C -1.3094 1.9941 3.7669 0.0 0.1 -0.2
Cl -1.0338 0.8654 5.0575 0.0 0.0 0.1
C -1.5471 1.5071 2.4674 -0.1 0.0 -0.1
S -1.6460 -0.1698 2.0813 -0.1 -0.4 0.9
H -1.8528 4.5558 0.9484 0.0 0.0 0.1
H -1.4719 5.3391 3.2871 0.0 0.0 0.0
H -1.0844 3.6588 5.0770 0.0 0.0 0.0
O -2.5745 -1.2062 -3.9185 0.1 0.0 0.2
S -2.0902 -0.9755 -2.5740 -0.9 -0.4 -3.1
O -2.0533 -2.1708 -1.7074 -0.1 -0.1 0.4
O -2.9832 0.0007 -1.8229 -0.6 0.2 -0.6
O -0.7406 -0.3435 -2.5651 -0.2 -0.1 0.3
C 2.7257 -1.1562 3.1280 0.0 0.0 -0.1
C 2.2840 -1.5275 1.7133 0.1 0.1 0.1
C 2.0495 -0.2954 0.8556 -0.3 0.0 -0.2
S 0.9643 -0.5836 -0.6029 1.4 -0.1 0.8
O -0.0734 -1.5225 -0.0092 0.6 -0.1 -0.1
C 2.1141 -1.6357 -1.5720 -0.2 0.1 -0.1
C 1.8548 -3.1355 -1.4256 -0.1 0.0 0.0
C 0.9202 -3.6795 -2.5019 0.0 0.1 0.0
H 2.8868 -2.0565 3.7242 0.0 0.0 0.0
H 1.9496 -0.5634 3.6192 0.0 0.0 0.0
H 3.6529 -0.5757 3.1252 0.0 0.0 0.0
H 1.3418 -2.0703 1.7744 0.0 -0.1 0.0
H 3.0263 -2.1809 1.2450 0.0 0.0 0.0
H 2.9715 0.1624 0.4860 0.0 0.0 0.0
H 1.4885 0.4507 1.4262 0.0 0.0 0.0
H 3.1141 -1.3522 -1.2431 0.0 0.0 0.0
H 1.9700 -1.3065 -2.6025 0.0 0.0 0.0
H 1.4118 -3.3285 -0.4475 0.1 0.0 0.0
H 2.8153 -3.6551 -1.4631 0.0 0.0 0.0
H -0.0560 -3.2024 -2.4324 0.0 0.0 0.0
H 0.7820 -4.7560 -2.3812 0.0 0.0 0.0
H 1.3263 -3.4953 -3.5002 0.0 0.0 0.0
```
Positions in Å, forces in eV/Å.

---

Formula: C13H19ClF12N4O7S3
Source: the OMol25 dataset
Level of theory: wB97M-V/def2-TZVPD

Computed properties:
Kohn-Sham gap = 6.7 eV
LUMO energy = -1.78 eV
highest occupied orbital energy = -8.4 eV

```
59
Properties=species:S:1:pos:R:3:forces:R:3
O 0.1925 -3.5667 2.8260 2.7 2.7 -0.3
S 0.9733 -2.5123 3.5494 -4.4 -1.9 4.3
O 0.5046 -2.5231 4.9860 2.3 1.1 -3.9
O 0.6539 -0.9445 3.0086 1.0 -2.3 -0.1
C 2.7997 -2.7720 3.5412 1.2 0.4 -0.7
C 3.4176 -3.1414 2.1213 1.2 -0.4 -0.1
C 3.2509 -2.0135 1.0039 -1.9 0.3 0.5
C 2.0087 -2.4586 0.0454 2.0 -1.2 0.3
N 1.1893 -1.3234 -0.4260 -2.8 0.7 -0.4
N 1.7198 -0.0848 -0.5388 0.4 5.8 -1.2
C 0.8427 0.9711 -0.9764 -1.8 -5.8 0.5
C 1.2168 2.4891 -1.2024 1.0 -0.6 0.3
C 0.7101 3.3695 0.0263 -0.4 -0.6 -0.5
O 0.8043 2.5031 1.2025 -0.5 1.0 -0.5
N -0.3886 0.2581 -1.1503 2.2 -1.3 0.6
C -0.1638 -1.1444 -0.8431 3.0 3.1 0.4
N -1.0867 -2.1086 -0.9389 -1.9 0.4 -0.5
Cl -0.8863 -3.7747 -0.6477 0.5 0.7 0.1
C -2.4668 -1.6392 -1.3597 -0.3 1.0 -1.5
C -3.4561 -2.8086 -1.7584 0.7 -0.9 1.4
C -4.8683 -2.4192 -2.3261 0.5 -2.6 -1.1
F -5.8236 -3.2908 -1.7248 1.5 2.3 -1.0
F -4.8728 -2.8236 -3.7018 0.0 1.2 2.4
C -5.3433 -0.9175 -2.3229 -1.4 1.1 -4.2
F -6.4688 -0.8903 -3.2004 2.2 -0.2 2.1
F -4.4551 -0.0060 -2.9460 -1.3 -2.5 1.8
S -5.9579 -0.1852 -0.7285 -2.5 3.8 2.6
F -5.2306 -1.3100 0.2332 -0.9 1.1 -1.6
F -7.3817 -1.0290 -0.8503 2.6 0.6 0.4
F -6.7017 1.0511 -1.5908 1.3 -1.9 1.1
F -4.6372 0.8415 -0.5690 -1.6 -2.1 -0.2
F -6.5660 0.5138 0.6571 1.0 -1.3 -2.1
H 0.7836 -0.8871 2.0361 -0.2 0.0 0.5
H 3.0443 -3.5581 4.3377 -0.8 1.0 -1.2
H 3.2825 -1.7999 3.8820 -0.9 -1.1 -0.3
H 4.5482 -3.2728 2.2872 -1.7 0.2 0.0
H 3.0550 -4.1689 1.7607 0.3 1.6 0.5
H 4.1924 -1.7800 0.4169 -1.2 -0.4 0.8
H 2.8803 -1.0710 1.5477 1.0 -1.1 -0.8
H 1.4314 -3.2282 0.6709 0.3 1.5 -1.3
H 2.4920 -2.9505 -0.8647 -0.9 0.4 1.1
H 2.6710 0.2603 -0.3723 -0.2 -1.4 0.3
H 2.3654 2.5623 -1.2250 -1.6 -0.1 0.1
H 0.8682 2.8803 -2.2227 0.2 -0.8 1.6
H 1.3867 4.2639 0.1454 -0.8 -0.9 -0.3
H -0.3787 3.6405 -0.1828 1.4 -0.2 0.4
H 0.3958 3.0014 1.9360 0.5 -0.3 -0.4
H -2.2749 -1.0228 -2.3115 -0.3 -0.7 1.6
H -2.8709 -0.9367 -0.5591 0.5 -1.1 -1.0
H -2.9604 -3.5271 -2.5022 -0.9 1.3 0.9
H -3.6433 -3.4357 -0.8126 0.0 0.9 -1.4
C 4.6801 6.8903 -0.3944 0.4 1.1 -0.3
F 3.6803 7.6834 -0.8438 0.1 -0.6 0.2
F 5.6070 6.8629 -1.3781 -0.4 -0.4 0.3
F 5.2481 7.5523 0.6370 -0.3 -0.6 -0.2
S 4.0896 5.1942 0.0814 0.0 -1.6 0.8
O 3.5104 4.6340 -1.1404 0.1 0.5 0.1
O 3.1064 5.4145 1.1382 0.3 0.4 -0.6
O 5.2806 4.4887 0.5339 -0.4 0.8 -0.4
```
Positions in Å, forces in eV/Å.

---

Formula: C13H19ClFN3OS
Source: the OMol25 dataset
Level of theory: wB97M-V/def2-TZVPD

Computed properties:
Kohn-Sham gap = 7.0 eV
energy relative to the best compared isomer or geometry (same formula, charge and spin) = 4.271 eV
LUMO energy = -0.19 eV
highest occupied orbital energy = -7.2 eV

```
39
Properties=species:S:1:pos:R:3:forces:R:3
C -0.4826 4.2963 0.7760 0.4 -1.0 0.1
C -0.1543 3.1143 0.7244 -2.0 0.0 0.9
N -0.2711 1.6863 0.8974 0.8 0.8 -0.4
C 0.3583 1.0018 1.9619 -1.5 -0.5 -1.5
C 1.2674 1.6779 3.0357 0.7 -0.9 0.3
C 0.6721 1.4185 4.5093 -2.1 0.8 -0.6
O -0.4715 1.7312 4.7238 2.5 -0.8 0.0
Cl 1.6913 0.6646 5.8358 -0.4 0.6 -1.3
N -0.0416 -0.3215 1.7623 -0.4 0.9 -1.1
C -0.8939 -0.5408 0.6273 0.8 4.1 -0.5
C -1.5190 -1.9138 0.1790 0.1 1.3 0.7
S -0.2273 -3.2216 0.4471 -0.1 0.6 -0.1
C 1.2693 -2.6003 -0.4397 0.9 -0.1 -0.3
C 2.5222 -3.4855 0.0697 -0.8 1.2 -0.3
C -1.0187 0.8325 0.0328 -0.7 -3.7 1.9
N -1.7558 1.1795 -1.1736 2.8 0.7 1.2
C -0.6982 1.4506 -2.2185 1.0 0.0 -0.7
C -0.0899 0.1061 -2.8366 0.1 0.7 -0.7
C -1.0456 -0.5925 -3.9131 0.6 0.0 -0.1
H -0.7862 5.3740 0.9032 0.7 -1.9 -0.4
H 1.3307 2.8108 2.9152 -0.5 -1.6 0.0
H 2.3477 1.3156 2.9461 -1.5 0.3 0.2
H 0.2253 -1.0971 2.3746 -0.1 0.4 -0.3
H -2.4283 -2.1017 0.8447 1.4 0.1 -0.8
H -1.9197 -1.8907 -0.8807 0.8 0.3 1.3
H 1.0792 -2.6967 -1.5495 0.4 0.0 1.2
H 1.5408 -1.5228 -0.2150 -0.7 -1.1 -0.2
H 3.2890 -3.5124 -0.7624 -0.9 -0.2 1.1
H 2.1389 -4.5053 0.3644 0.8 1.0 -0.3
H 2.9607 -2.9058 0.9508 -0.5 -1.2 -1.0
H -2.2221 2.0668 -0.9409 -0.2 -0.6 -0.2
H 0.1928 2.0363 -1.7964 -1.1 -0.6 -0.4
H -1.1308 2.1175 -3.0397 0.4 -1.1 1.0
H 0.2815 -0.6000 -2.0271 -0.7 0.9 -0.9
H 0.8451 0.4309 -3.4114 -1.1 -0.4 0.9
H -1.8544 0.1439 -4.2414 1.0 -1.2 0.5
H -1.4870 -1.5759 -3.5624 0.3 1.4 -0.3
H -0.3963 -0.8574 -4.8169 -1.0 0.4 1.1
F -3.1180 0.4865 0.9439 0.1 0.1 0.2
```
Positions in Å, forces in eV/Å.

---

Formula: C13H19F14O2P2S
Source: the OMol25 dataset
Level of theory: wB97M-V/def2-TZVPD

Computed properties:
Kohn-Sham gap = 5.8 eV
LUMO energy = 2.16 eV
net charge = -1
highest occupied orbital energy = -3.7 eV

```
51
Properties=species:S:1:pos:R:3:forces:R:3
C 1.5144 1.4701 3.2000 0.3 -0.4 -0.1
C 0.8746 0.5367 2.7671 -0.1 0.4 -0.3
P 0.0211 -0.8248 1.7321 -0.1 -1.0 -0.2
F 1.5155 -1.6853 1.8313 -0.2 0.1 0.1
C -0.7116 -2.2627 0.6887 -0.4 0.2 0.1
C -1.1347 -1.8833 -0.7424 0.2 -0.4 0.2
C 0.0155 -1.8440 -1.7809 -1.2 0.3 1.5
F 1.2044 -1.9782 -1.1798 0.6 0.2 0.0
F -0.1080 -2.8955 -2.6259 0.0 -0.3 -0.6
C -0.0195 -0.5411 -2.6033 0.5 -0.6 -0.8
F 0.2373 0.5228 -1.8584 0.3 0.4 0.5
F -1.2655 -0.4044 -3.0877 -0.6 0.0 -0.3
C 0.8929 -0.4721 -3.8896 -0.7 0.3 0.4
F 0.4010 -1.3323 -4.7792 0.1 -0.5 -0.4
F 0.7260 0.7591 -4.3956 0.0 0.5 0.0
C 2.3853 -0.7663 -3.6305 -0.1 -0.5 -0.2
F 2.7726 -0.2308 -2.4945 0.2 0.6 0.4
F 2.5034 -2.0814 -3.5342 0.2 -0.5 -0.1
S 3.5792 -0.1615 -4.9816 1.0 -0.3 -0.2
F 4.0242 -1.6413 -5.3887 -0.2 0.2 0.1
F 4.7847 -0.1359 -3.9340 -0.2 0.1 -0.1
F 3.2231 1.3341 -4.6226 -0.1 0.1 0.0
F 2.4454 -0.2286 -6.0835 -0.1 0.2 0.0
F 4.5738 0.3978 -6.0893 -0.1 -0.1 0.1
O -1.4792 0.0411 1.6964 0.4 0.1 -0.3
C -1.5309 1.2312 0.9660 -0.9 0.7 0.3
C -2.4266 2.2657 1.6812 0.6 0.4 -0.6
C -1.7074 3.0672 2.7671 -0.2 0.2 0.2
C -0.6654 4.0430 2.2191 0.1 0.1 0.0
P -0.4895 -1.7739 3.7341 0.7 0.7 1.0
C -2.2219 -1.2281 4.1183 0.0 -1.1 -0.1
O -0.6351 -3.4444 3.4980 -0.7 0.3 -0.3
H 2.2846 2.1208 3.5362 -0.2 0.2 0.2
H 0.5057 -0.2018 0.5497 0.0 0.3 0.1
H -1.6351 -2.5564 1.2001 0.0 0.0 0.0
H -0.0745 -3.1460 0.6863 0.1 0.1 0.0
H -1.8220 -2.6545 -1.0977 0.0 0.1 -0.2
H -1.7042 -0.9557 -0.7181 0.2 0.1 -0.1
H -1.9715 1.0935 -0.0342 0.1 -0.3 0.0
H -0.5526 1.6948 0.8078 0.2 -0.3 0.1
H -2.7233 2.9864 0.9039 -0.1 0.0 0.1
H -3.3475 1.8032 2.0367 0.1 -0.2 0.1
H -1.2348 2.4155 3.5022 0.0 -0.2 -0.1
H -2.4438 3.6707 3.3119 0.0 -0.1 0.0
H -1.1318 4.8937 1.7121 -0.1 -0.1 0.0
H 0.0256 3.5853 1.5108 0.0 -0.1 0.1
H -0.0544 4.4438 3.0307 0.0 0.0 0.0
H -2.9316 -1.5487 3.3510 0.0 0.3 0.0
H -2.5362 -1.6661 5.0710 0.1 0.0 0.0
H -2.2258 -0.1492 4.2384 0.1 0.1 -0.2
H 0.2438 -3.7256 3.2325 0.2 -0.1 0.0
```
Positions in Å, forces in eV/Å.